Record 1
Density functional theory data (ωB97M-V/def2-TZVPD) for an isolated molecule of C24H32N4O2 in a non-equilibrium geometry.

Geometry (Å):
C 0.50733 3.25615 -1.56775
C 0.54169 2.41646 -0.32689
N 1.18808 1.27437 -0.46800
C 1.24636 0.48360 0.59554
C 0.67453 0.78800 1.85564
C 0.98940 -0.34966 2.65845
C 0.65725 -0.63160 4.08026
N 1.67086 -1.21660 1.95405
N 1.84185 -0.73376 0.70938
C 2.53791 -1.47466 -0.24168
C 3.00621 -2.74067 0.10182
C 3.70569 -3.48963 -0.82474
C 3.94675 -2.98665 -2.09330
C 3.48266 -1.72538 -2.42987
C 2.77961 -0.96470 -1.51324
C 0.00253 2.01032 2.00484
C -0.59624 2.35799 3.33491
C -0.06725 2.83189 0.88383
C -0.80152 4.14743 0.92879
C -2.33002 3.96189 0.89409
C -2.72675 3.16248 -0.33461
O -2.93700 3.67070 -1.41674
N -2.81613 1.83125 -0.11742
C -3.10770 0.88186 -1.16571
C -1.96333 -0.09949 -1.42117
C -1.74695 -1.05875 -0.24401
O -0.66037 -1.92922 -0.40498
C -0.85482 -3.04958 -1.26258
C -0.30842 -4.28091 -0.54134
C -0.14261 -2.85736 -2.60174
H -0.51416 3.48794 -1.86184
H 1.04563 4.19112 -1.41686
H 0.99058 2.70588 -2.37053
H 1.17928 0.05795 4.74354
H -0.41281 -0.53555 4.25636
H 0.96917 -1.64505 4.31644
H 2.81245 -3.11336 1.09481
H 4.06428 -4.47272 -0.55629
H 4.49328 -3.57474 -2.81547
H 3.66833 -1.32903 -3.41749
H 2.41068 0.01458 -1.76835
H -1.51032 1.78554 3.49933
H -0.83508 3.41341 3.41707
H 0.09966 2.09936 4.12934
H -0.51545 4.76247 0.07835
H -0.53399 4.69921 1.83329
H -2.80312 4.94257 0.83086
H -2.67689 3.45818 1.79664
H -2.56906 1.46143 0.78562
H -4.01829 0.32746 -0.90718
H -3.29908 1.47500 -2.06322
H -1.03559 0.44412 -1.60462
H -2.20641 -0.67708 -2.31415
H -2.67308 -1.62799 -0.05916
H -1.50731 -0.48977 0.66028
H -1.93380 -3.18273 -1.43868
H -0.81892 -4.41656 0.40875
H -0.44859 -5.16867 -1.15181
H 0.75126 -4.14026 -0.34774
H 0.92523 -2.75337 -2.43340
H -0.32030 -3.71968 -3.23932
H -0.49721 -1.96543 -3.11042

The lowest unoccupied orbital energy is 0.51 eV. As for the relative energy (zero: lowest compared OMol25 entry of this formula, charge and spin): 75.4 kJ/mol. The total energy comes out at -35464.1167 eV.

These are the Mulliken partial charges, in e, on atoms 1 to 5: C -1.771; C 0.088; N -0.300; C -0.093; C -0.057

---

Record 2
Density functional theory data (ωB97M-V/def2-TZVPD) for C24H32N8OS3Tc as an isolated structure in a non-equilibrium geometry.

Geometry (Å):
Tc -0.02767 1.07965 -0.61365
C -2.44505 4.33815 -2.25025
C -1.67161 3.38222 -1.41673
N -1.21203 2.24307 -1.85204
N -1.33894 1.89359 -3.13213
C -0.28625 1.37704 -3.67507
N -0.25746 0.92168 -4.92090
S 1.21431 1.32384 -2.73202
C -1.22668 3.70037 -0.07684
C -1.78102 4.71065 0.70680
C -1.30753 4.90778 1.98967
C -0.24205 4.13265 2.42933
C 0.27872 3.17103 1.58625
N -0.20516 2.92292 0.36676
H -2.60936 3.92327 -3.24054
H -1.89077 5.27302 -2.34121
H -3.40876 4.56369 -1.79698
H -1.09362 0.95208 -5.48345
H 0.62913 0.74520 -5.36452
H -2.58855 5.30413 0.31550
H -1.76021 5.64498 2.63057
H 0.17548 4.26497 3.41378
H 1.10618 2.55635 1.90793
C -3.08754 -3.67112 2.86696
C -1.78860 -2.87890 2.98085
N -1.97853 -1.50532 2.54317
C -2.57883 -0.57863 3.48546
C -1.53574 0.20986 4.27485
C -1.62378 -1.12958 1.32489
S -1.79859 0.58188 0.96760
N -1.24236 -2.03039 0.45309
C -0.73695 -1.88209 -0.76278
O -0.25130 -0.80498 -1.23157
C -0.68740 -3.09459 -1.58037
C -1.26278 -4.28497 -1.12305
C -1.19991 -5.42466 -1.89986
C -0.56141 -5.39632 -3.13264
C 0.00390 -4.21628 -3.59832
C -0.05853 -3.07097 -2.83073
H -2.92199 -4.69889 3.17361
H -3.43601 -3.66391 1.83851
H -3.86678 -3.25215 3.49848
H -1.00809 -3.32597 2.36209
H -1.44549 -2.85618 4.01771
H -3.20958 -1.14726 4.16904
H -3.21833 0.11448 2.93249
H -0.91789 -0.45744 4.86978
H -2.04385 0.89770 4.94521
H -0.89865 0.78089 3.60005
H -1.75699 -4.29730 -0.16457
H -1.63097 -6.34692 -1.53840
H -0.49566 -6.29931 -3.71983
H 0.50745 -4.21056 -4.55165
H 0.37716 -2.14673 -3.18416
C 4.72740 0.99660 1.83565
N 4.50214 0.64041 0.46706
C 5.60514 0.48920 -0.47305
C 4.90258 0.06589 -1.77474
N 3.52408 -0.10579 -1.34193
C 3.35192 0.29508 -0.08587
S 1.86887 0.27742 0.76930
H 5.32965 1.90399 1.88893
H 5.24766 0.19127 2.35841
H 3.77088 1.16564 2.32636
H 6.30071 -0.27019 -0.10604
H 6.14253 1.43431 -0.57529
H 5.28998 -0.87293 -2.17395
H 4.96335 0.82873 -2.55704
H 2.77602 -0.28539 -1.99395

The lowest unoccupied orbital energy (spin up / spin down) is -8.15 / -7.68 eV. The net charge is +2. As for the expectation value of S²: 0.781. As for the spin multiplicity: 2. The total energy comes out at -74068.5761 eV.

These are the Mulliken partial charges, in e, on atoms 1 to 5: Tc -0.367; C -1.580; C 0.294; N 1.274; N -1.455

---

Record 3
Density functional theory data (ωB97M-V/def2-TZVPD) for C24H32NSZr as an isolated structure in a non-equilibrium geometry.

Geometry (Å):
C -0.88272 1.42924 1.59713
C -1.66482 0.23484 1.69831
C -2.34754 0.03344 0.44675
C -2.03004 1.14043 -0.40983
C -1.09715 1.98778 0.29182
Zr 0.04094 -0.14358 -0.10252
C 0.32442 -1.44727 -3.28034
C 1.02650 -0.59510 -2.39413
H 2.08664 -0.77917 -2.19175
C 0.55177 0.76055 -2.15795
H -0.29544 1.12022 -2.74361
H 1.26793 1.56221 -1.95981
C 0.94449 -2.81393 -3.62449
H 1.69765 -3.21477 -2.92884
H 0.25206 -3.65242 -3.78378
H 1.46353 -2.65620 -4.57883
C -1.16770 -1.31585 -3.47085
H -1.79125 -0.88042 -2.66851
H -1.28829 -0.65526 -4.34170
H -1.69374 -2.25066 -3.71696
C -1.87397 -0.54158 2.95134
H -0.92932 -0.73066 3.47804
H -2.52810 0.01660 3.63967
H -2.34735 -1.50766 2.75753
C -3.36435 -1.02596 0.17505
H -3.06139 -1.99198 0.59134
H -4.32858 -0.74765 0.62679
H -3.52756 -1.17088 -0.89988
C -2.76295 1.51513 -1.65497
H -3.31472 0.66513 -2.07087
H -3.49720 2.30623 -1.43496
H -2.09220 1.90418 -2.42867
C -0.60389 3.32196 -0.15754
H -0.66650 3.42866 -1.24601
H -1.20177 4.13038 0.29256
H 0.44081 3.48331 0.14057
C -0.17639 2.10324 2.72469
H 0.64379 2.73367 2.36411
H -0.87476 2.74654 3.28364
H 0.23973 1.37509 3.43058
C -0.63104 -2.17719 0.60828
C -0.30485 -2.98260 -0.77378
C -0.79675 -3.21930 1.50753
C -1.33912 -3.82894 -1.18075
H 0.54354 -3.11111 -1.53796
C -1.65540 -4.26999 1.15220
H -0.32655 -3.14077 2.47644
C -2.01744 -4.51207 -0.14506
H -1.55484 -4.06679 -2.26527
H -2.06340 -4.89269 1.93879
H -2.77620 -5.21796 -0.38861
S 4.07471 1.39087 1.55113
C 3.66688 0.04816 2.60458
C 2.48480 -0.52554 2.23196
N 1.90394 0.08895 1.09924
C 2.64013 1.15459 0.65116
H 4.29743 -0.26726 3.42476
H 1.96005 -1.36393 2.69287
H 2.38776 1.72683 -0.24123

The lowest unoccupied orbital energy is -3.59 eV. The net charge is +1. The total energy comes out at -39002.8805 eV.

These are the Mulliken partial charges, in e, on atoms 1 to 5: C -0.076; C 1.371; C 0.457; C 0.942; C 0.796